No. 1
A cluster of 5 separate species, C40H70BF15N2O16PS in total at a distorted geometry, computed with ωB97M-V/def2-TZVPD.

Values from the calculation:
E_tot: -5141.00907 Ha
total charge: +1

CARTESIAN COORDINATES (ANGSTROEM)
C (-6.29457, 0.79724, -3.08384)
C (-5.21310, 1.57725, -4.08342)
C (-3.76337, 1.62953, -3.25741)
O (-3.95772, 1.33338, -1.82334)
N (-2.84217, 1.66996, -1.10713)
C (-2.73477, 3.13737, -0.77950)
S (-4.25848, 4.12954, -0.46693)
O (-5.52153, 3.79673, -1.31530)
O (-3.89707, 5.59949, -0.94463)
C (-4.84790, 4.35619, 1.28296)
F (-5.41130, 5.76045, 1.35694)
F (-3.82770, 4.30608, 2.34508)
F (-6.03595, 3.50121, 1.66154)
C (-1.53362, 3.49263, 0.32959)
N (-1.35636, 2.43877, 1.40388)
C (-0.31277, 2.98581, 2.31045)
C (-0.83568, 4.19117, 3.34597)
C (-1.72559, 3.61013, 4.60858)
C (-0.84554, 2.78240, 5.72754)
C (-0.18850, 3.86334, 6.81834)
O (0.31083, 3.02571, 7.94202)
C (-0.19786, 3.55494, 9.21679)
C (0.62772, 2.80078, 10.44342)
C (-1.11148, 1.07479, 0.82615)
C (0.21698, 0.94074, -0.13539)
C (1.65505, 0.82751, 0.63953)
C (2.38091, -0.66254, 0.41477)
C (2.92333, -1.33999, 1.80459)
O (2.78409, -2.82296, 1.61948)
B (-1.04959, -0.16418, 1.95824)
O (-0.47706, -1.52039, 1.64056)
C (-1.55041, 0.00922, 3.53390)
C (-2.33392, -1.34141, 4.11395)
C (-2.54099, 0.70328, 0.01950)
O (-2.70172, -0.71381, -0.25487)
C (-2.17909, -1.24929, -1.47624)
C (-3.11484, -2.58657, -1.85389)
C (-2.80056, -3.87808, -0.88417)
P (-4.02897, 0.96322, 1.26972)
O (-4.50510, -0.45274, 1.88329)
H (-7.29161, 0.64411, -3.71798)
H (-5.84799, -0.26152, -2.80077)
H (-6.54936, 1.44028, -2.12460)
H (-5.52566, 2.68685, -4.31128)
H (-5.03050, 0.95286, -5.06477)
H (-3.05761, 0.87835, -3.81857)
H (-3.33195, 2.71016, -3.47055)
H (-2.05392, 1.49191, -1.80576)
H (-2.28266, 3.62464, -1.77914)
H (-1.85373, 4.56145, 0.75663)
H (-0.52209, 3.72623, -0.26122)
H (0.27170, 2.25094, 2.99734)
H (0.51541, 3.52555, 1.63972)
H (-1.31324, 5.10160, 2.79113)
H (0.17141, 4.60542, 3.83657)
H (-2.13783, 4.57635, 5.17593)
H (-2.71012, 3.03159, 4.26228)
H (-1.57201, 2.06496, 6.29937)
H (0.04559, 2.25596, 5.18175)
H (0.74023, 4.42579, 6.37733)
H (-0.96944, 4.66153, 7.17511)
H (-1.34050, 3.31534, 9.41071)
H (0.02196, 4.70187, 9.33226)
H (0.11264, 2.99669, 11.49628)
H (1.77061, 3.13066, 10.49811)
H (0.65795, 1.62394, 10.28688)
H (0.19803, -0.02288, -0.84198)
H (0.33496, 1.84172, -0.91114)
H (1.65473, 1.09936, 1.77205)
H (2.41051, 1.59453, 0.12155)
H (1.67788, -1.44140, -0.10219)
H (3.31193, -0.51426, -0.31612)
H (2.34421, -1.01008, 2.76627)
H (4.09824, -1.16082, 1.89315)
H (1.82661, -3.09877, 1.77070)
H (-0.42329, -1.65495, 0.65021)
H (-2.14828, 0.99194, 3.74115)
H (-0.54607, 0.07366, 4.17529)
H (-3.45754, -1.03056, 4.28633)
H (-2.26038, -2.26531, 3.39896)
H (-1.88571, -1.56327, 5.18374)
H (-2.21664, -0.58162, -2.43552)
H (-1.07019, -1.68973, -1.43129)
H (-4.22469, -2.27177, -1.65815)
H (-3.03237, -2.85330, -3.01421)
H (-3.56066, -3.79772, 0.02722)
H (-1.69551, -3.95212, -0.50626)
H (-3.14934, -4.84703, -1.48446)
H (-3.68360, 1.76498, 2.40387)
H (-5.14587, 1.42382, 0.48825)
C (3.47314, -5.79476, 1.85485)
C (4.76132, -6.43856, 2.33254)
O (4.90536, -6.28378, 3.75276)
C (4.23450, -7.19301, 4.53021)
O (3.53912, -8.09812, 4.07856)
C (4.51624, -6.94391, 6.01168)
F (4.45190, -5.62300, 6.34610)
F (5.76092, -7.36685, 6.37541)
F (3.64067, -7.58482, 6.83618)
H (3.42594, -4.74706, 2.17010)
H (3.39878, -5.84008, 0.76471)
H (2.59909, -6.29537, 2.28301)
H (5.61622, -5.93426, 1.86999)
H (4.81667, -7.49464, 2.04539)
C (-0.97671, 0.33276, -8.83347)
C (0.31147, -0.31103, -8.35578)
O (0.45551, -0.15626, -6.93556)
C (-0.21535, -1.06549, -6.15811)
O (-0.91073, -1.97060, -6.60976)
C (0.06639, -0.81639, -4.67664)
F (0.00205, 0.50453, -4.34222)
F (1.31107, -1.23932, -4.31290)
F (-0.80918, -1.45730, -3.85214)
H (-1.02391, 1.38046, -8.51821)
H (-1.05107, 0.28745, -9.92361)
H (-1.85076, -0.16784, -8.40531)
H (1.16637, 0.19326, -8.81833)
H (0.36682, -1.36711, -8.64292)
C (10.82749, -8.20767, -1.26208)
C (10.60815, -7.18411, -0.16378)
O (9.49420, -6.33552, -0.48116)
C (8.25169, -6.83300, -0.18140)
O (8.05976, -7.93445, 0.32529)
C (7.16766, -5.81068, -0.52186)
F (7.36120, -5.22132, -1.73677)
F (7.11571, -4.79573, 0.38786)
F (5.91745, -6.35171, -0.55997)
H (10.93927, -7.71332, -2.23286)
H (11.72280, -8.80329, -1.06298)
H (9.97218, -8.88526, -1.34689)
H (11.48796, -6.53688, -0.08535)
H (10.47176, -7.66159, 0.81306)
C (-4.03446, 6.05954, -5.22910)
C (-2.53791, 6.21860, -5.03650)
O (-1.82171, 5.57526, -6.10182)
C (-1.68737, 6.29647, -7.26070)
O (-2.14031, 7.42620, -7.41980)
C (-0.86434, 5.51680, -8.28584)
F (-1.23108, 4.20559, -8.36960)
F (0.46604, 5.51985, -7.98503)
F (-0.97008, 6.01942, -9.54814)
H (-4.29921, 5.00216, -5.33466)
H (-4.58080, 6.47809, -4.37921)
H (-4.37118, 6.56414, -6.14009)
H (-2.23392, 5.72608, -4.10692)
H (-2.25062, 7.27263, -4.95113)

Force components x, y, z for each atom (eV/Å):
C -0.375 0.132 -1.063
C 0.237 -0.389 1.578
C -0.380 0.933 -3.284
O -1.008 0.009 -1.388
N 2.966 -0.612 -1.584
C 3.382 1.219 -0.094
S -4.680 6.341 -7.412
O 4.518 -0.675 3.737
O 0.369 -5.735 2.849
C -3.166 2.484 5.771
F 2.201 -5.181 -0.586
F -3.341 -0.217 -3.783
F 4.668 2.652 -1.475
C -0.091 0.915 -0.378
N 0.242 0.795 -1.110
C 1.684 2.384 1.084
C 0.968 -0.785 0.663
C -0.597 1.194 0.293
C -0.109 1.574 -0.329
C 0.110 -1.051 -0.427
O -1.674 2.286 0.285
C 0.816 -0.667 2.077
C 0.346 -0.487 -0.014
C -0.079 -0.824 -1.763
C 0.766 0.004 -1.284
C 1.455 -0.113 -0.775
C 0.511 0.554 0.147
C 0.248 -0.849 -0.924
O -1.229 1.614 0.692
B 0.587 -2.421 1.299
O -1.547 3.642 -1.048
C 0.791 -0.630 0.156
C -0.397 0.881 0.782
C 0.004 -0.991 2.974
O 0.640 2.849 -0.989
C 0.264 -2.893 -2.600
C -0.133 0.398 0.226
C -1.582 -0.004 -0.251
P -2.244 -6.522 3.006
O 1.886 4.670 -2.238
H 2.189 0.247 1.542
H -1.051 2.243 -0.496
H 0.670 -1.405 -2.099
H 0.466 -2.390 0.409
H -0.435 1.405 2.014
H -1.040 1.056 1.733
H -0.736 -2.059 0.983
H -0.450 0.387 0.945
H -1.768 -0.651 2.218
H 0.716 -2.536 -0.638
H -2.144 -0.703 0.998
H -1.533 0.786 -1.535
H -1.391 -1.212 1.318
H 0.662 -1.840 1.042
H -2.123 -0.848 -1.151
H 0.749 -2.037 -1.263
H 2.317 1.090 0.614
H 1.723 1.199 -1.077
H -1.788 0.591 1.300
H -1.793 -1.007 0.627
H 1.332 -1.658 -0.651
H 2.171 0.597 -0.804
H -0.591 -2.082 -0.441
H 1.079 -0.252 -2.364
H -2.600 -0.489 -0.193
H -0.284 2.523 0.177
H -0.385 2.070 1.638
H -0.539 -1.748 1.676
H -0.310 -0.595 -2.062
H -1.841 -1.477 1.251
H 1.177 1.537 1.016
H -2.105 -0.383 1.588
H 1.107 -0.401 -1.879
H -2.746 -0.361 0.065
H 1.731 0.880 -0.175
H 0.038 0.277 1.638
H 1.174 -1.883 -0.343
H -1.932 0.098 -1.354
H 2.257 -0.897 -0.562
H -0.094 1.929 1.482
H -0.893 0.168 -2.324
H -0.068 -0.673 2.177
H -2.179 1.279 0.364
H 2.036 -0.512 -0.436
H 0.158 0.680 2.625
H 1.976 -0.184 -1.746
H -2.134 0.098 -0.866
H 1.116 2.032 1.397
H -0.046 0.338 -1.196
H 0.922 0.633 0.139
C -0.282 0.076 0.339
C -0.137 -0.083 -0.886
O -0.570 -1.088 1.670
C -0.641 -0.891 -3.083
O 1.506 1.987 1.602
C 0.278 0.350 2.584
F -0.049 -0.994 -0.685
F -0.957 0.211 -0.761
F 0.672 0.460 -1.278
H 0.224 -0.310 -0.181
H 0.086 0.000 0.122
H 0.140 -0.132 -0.112
H -0.161 -0.055 0.538
H -0.059 0.137 0.289
C -0.294 0.063 0.266
C -0.148 -0.021 -1.067
O -0.613 -1.159 1.983
C -0.596 -0.813 -3.432
O 1.476 1.991 1.789
C 0.859 0.093 1.995
F -0.175 -0.760 -0.438
F -1.182 0.303 -0.680
F 0.634 0.347 -1.282
H 0.137 -0.098 -0.152
H 0.062 -0.007 0.164
H 0.135 -0.062 -0.145
H -0.057 -0.038 0.449
H -0.092 0.152 0.304
C -0.292 -0.113 -0.230
C 0.728 -0.562 0.096
O -2.106 -0.029 0.362
C 2.186 -2.353 0.994
O -0.172 2.737 -1.207
C -1.759 1.548 -0.867
F 0.147 -0.745 1.038
F 0.384 -0.956 -0.474
F 1.403 0.082 0.141
H 0.113 -0.007 0.188
H -0.110 0.117 0.013
H 0.153 0.044 0.129
H -0.405 0.157 -0.074
H -0.231 0.110 -0.226
C -0.147 0.024 -0.268
C -0.518 0.353 0.421
O 0.637 0.430 -1.517
C -1.629 2.279 1.692
O 1.317 -2.878 -0.044
C 1.345 -1.063 -2.147
F -0.028 1.044 0.406
F -1.226 0.238 0.188
F -0.211 -0.197 1.647
H 0.059 0.075 0.113
H 0.108 -0.052 -0.077
H 0.087 0.015 0.191
H 0.194 -0.088 -0.303
H -0.015 -0.216 -0.236

=====

No. 2
A cluster of 2 separate species, C2H5Cl2N3 in total at a distorted geometry, computed with ωB97M-V/def2-TZVPD.

Values from the calculation:
E_tot: -1163.62828 Ha
ΔE to the lowest compared entry with this formula, charge and spin: 54.15 kcal per mole

CARTESIAN COORDINATES (ANGSTROEM)
C (0.67183, -0.60628, -1.32539)
C (-0.25938, 1.09041, 1.28410)
N (1.85547, -0.57514, -1.19353)
N (-0.52252, -0.94614, -1.77709)
N (-0.25305, -0.32934, 1.24069)
Cl (2.89096, -0.73839, 0.25086)
Cl (-1.71126, -1.14327, 0.90980)
H (-1.15967, 1.62168, 0.93817)
H (0.01005, 1.62388, 2.27861)
H (0.52985, 1.38124, 0.52718)
H (-0.92371, -0.02417, -2.09698)
H (-1.12856, -1.35448, -1.03641)

Force components x, y, z for each atom (eV/Å):
C 1.967 -1.461 0.980
C 0.211 2.228 -0.512
N -1.661 0.899 -2.311
N -1.220 2.187 -0.553
N 0.570 -0.996 0.419
Cl 1.054 -0.206 1.946
Cl -0.209 0.741 0.714
H -0.140 -0.466 0.094
H -0.183 -1.498 -1.262
H -0.404 -0.067 0.967
H -0.198 -1.593 0.031
H 0.214 0.232 -0.512

=====

No. 3
A structure of composition C4H9BrO2S at a distorted geometry, computed with ωB97M-V/def2-TZVPD.

Values from the calculation:
E_tot: -3280.19685 Ha
ΔE to the lowest compared entry with this formula, charge and spin: 50.28 kcal per mole
spin multiplicity: 3

CARTESIAN COORDINATES (ANGSTROEM)
C (1.33078, 1.38104, 1.68827)
C (-0.51573, -1.20232, -2.18088)
C (0.91453, 0.78081, 0.36622)
C (-0.32842, -0.55598, 0.71239)
O (-1.75911, 0.92256, -0.99676)
O (-2.69547, -1.19247, -0.42317)
S (-1.46493, -0.48274, -0.74914)
Br (-1.49577, -0.30020, 2.19486)
H (1.28359, 0.68951, 2.56104)
H (2.44424, 1.72159, 1.73652)
H (0.79367, 2.36290, 2.02091)
H (0.47779, -0.77339, -2.29168)
H (-0.33948, -2.25575, -2.03812)
H (-0.95376, -1.18755, -3.15947)
H (0.41210, 1.50772, -0.33611)
H (1.68146, 0.13040, 0.00064)
H (0.21453, -1.54612, 0.89447)

Force components x, y, z for each atom (eV/Å):
C 1.418 2.272 2.094
C 0.185 -0.332 0.461
C -2.330 -1.149 0.944
C 4.281 0.107 -6.129
O 1.184 -0.521 -0.257
O 1.372 -0.937 -0.447
S -0.379 0.724 0.075
Br -3.698 1.018 5.274
H -0.165 0.312 -0.755
H -1.703 -0.643 -0.622
H 0.484 -1.897 -0.829
H -0.112 0.549 0.466
H -0.145 -0.474 0.738
H -0.992 0.682 -0.310
H 0.732 -1.157 0.658
H 0.470 0.116 -0.742
H -0.603 1.331 -0.620

=====

Among the records above, which one has the lowest E_tot?
C40H70BF15N2O16PS

=====

E_tot of number 1 (C40H70BF15N2O16PS)?
-5141.00907 Ha

=====

Among the records above, which one has the highest E_tot?
C2H5Cl2N3